{"formula": "C14H36O3PdSi2Te", "method": "ωB97M-V/def2-TZVPD", "species": ["Te", "Pd", "Si", "Si", "O", "O", "O", "C", "C", "C", "C", "C", "C", "C", "C", "C", "C", "C", "C", "C", "C", "H", "H", "H", "H", "H", "H", "H", "H", "H", "H", "H", "H", "H", "H", "H", "H", "H", "H", "H", "H", "H", "H", "H", "H", "H", "H", "H", "H", "H", "H", "H", "H", "H", "H", "H", "H"], "positions_angstrom": [[-0.8144, 0.7749, -0.5651], [0.5842, -1.3100, -0.1276], [2.0716, 1.5165, -2.1355], [-2.2742, 3.3425, 0.8354], [-1.3515, -2.7552, 0.0955], [0.2145, -1.8362, 2.2129], [1.8775, -3.0913, 0.3742], [-2.8836, 3.5750, -0.9226], [-1.8253, -3.6010, -0.9615], [0.1514, 1.6291, -2.2329], [-1.9782, 4.9807, 1.6593], [1.3318, -2.6087, 2.6553], [2.0898, -4.0621, -0.6650], [-1.5317, -3.3493, 1.3763], [-1.0894, -2.3701, 2.4389], [2.3674, -0.2669, -1.5957], [2.7556, 2.6377, -0.8109], [-3.3220, 2.1493, 1.8314], [2.6747, 1.8958, -3.8527], [1.7417, -3.6828, 1.6699], [-0.5501, 2.4029, 0.7278], [1.0190, -4.4979, 1.6222], [-2.5880, -3.5758, 1.5362], [-3.2878, 1.1383, 1.4144], [3.8490, 2.5963, -0.8480], [-1.3046, 5.6148, 1.0786], [2.7031, -4.0938, 1.9843], [2.3528, -0.3093, -0.4810], [-0.2749, 2.0458, 1.7220], [-0.1786, 2.6689, -2.3069], [-2.9684, 2.1062, 2.8651], [1.1230, -3.0684, 3.6223], [2.4740, 3.6831, -0.9674], [2.4533, 2.3426, 0.1969], [-3.8372, 4.1098, -0.9091], [2.3840, 2.9083, -4.1455], [-0.1992, 1.0852, -3.1117], [3.7673, 1.8439, -3.8915], [0.2339, 3.0394, 0.3170], [-1.3248, -4.5708, -0.9350], [3.0432, -4.5685, -0.5147], [-2.9379, 5.5026, 1.7373], [-1.5730, 4.8771, 2.6685], [-2.1886, 4.1812, -1.5109], [3.3599, -0.6339, -1.8687], [1.6475, -0.9497, -2.0760], [-1.1436, -2.8504, 3.4169], [-1.7527, -1.5068, 2.4268], [-0.9761, -4.2882, 1.4243], [2.1463, -1.8956, 2.7708], [-3.0563, 2.6338, -1.4560], [-2.8998, -3.7549, -0.8650], [2.2768, 1.2001, -4.5945], [1.2884, -4.8033, -0.6710], [-1.6096, -3.1062, -1.9032], [2.1102, -3.5324, -1.6124], [-4.3701, 2.4576, 1.8573]], "homo_lumo_gap_ev": [7.47, 6.65], "spin_multiplicity": 1, "charge": 2}

---

{"formula": "C28H38N4O3P2SSn", "method": "ωB97M-V/def2-TZVPD", "species": ["Sn", "S", "P", "P", "O", "O", "O", "N", "N", "N", "N", "C", "C", "C", "C", "C", "C", "C", "C", "C", "C", "C", "C", "C", "C", "C", "C", "C", "C", "C", "C", "C", "C", "C", "C", "C", "C", "C", "C", "H", "H", "H", "H", "H", "H", "H", "H", "H", "H", "H", "H", "H", "H", "H", "H", "H", "H", "H", "H", "H", "H", "H", "H", "H", "H", "H", "H", "H", "H", "H", "H", "H", "H", "H", "H", "H", "H"], "positions_angstrom": [[-0.0508, 1.4199, 2.0671], [-1.0257, -0.4036, 4.5699], [1.7106, -0.2846, 0.8179], [-1.4567, -1.0537, 1.0809], [-0.1244, -0.9580, 3.5004], [-2.1953, -1.2199, 4.8081], [-1.3520, 1.0183, 4.2366], [2.8275, 0.8729, 0.1577], [-2.3052, 0.2857, 0.3443], [2.7732, -1.4429, 1.4656], [-2.9313, -1.9312, 1.3131], [-3.1122, -2.6982, 2.4847], [-0.1032, -0.4276, 6.1097], [-4.0999, -2.0505, 0.5367], [4.5866, 1.7545, -0.9841], [0.8491, -1.0391, -0.5630], [4.2669, -2.4140, 2.8660], [-2.4328, 0.5101, -1.0126], [0.3063, -0.2116, -4.4860], [3.6324, -1.2224, 2.5633], [-0.4529, -1.8275, -0.2582], [0.8161, 0.5651, -3.3107], [-1.1869, -0.5659, -4.5127], [3.8524, 0.5945, -0.7612], [-1.9900, 1.7882, -4.1882], [3.9749, 2.7996, -0.1988], [-2.8477, 1.8246, -1.2048], [-0.9495, 2.4055, -5.0851], [-4.9816, -2.8943, 1.1973], [2.9083, 2.2391, 0.4831], [-2.1084, 0.4710, -3.9468], [2.8991, -2.7848, 1.0812], [3.8084, -3.4067, 1.9195], [0.8145, 1.9054, -3.2364], [-2.8398, 2.4725, 0.0498], [0.4336, 2.7063, -4.4742], [-4.3501, -3.3077, 2.4271], [1.4474, 1.5709, 3.6984], [-2.5251, 1.5253, 1.0204], [-0.8286, -0.6177, 6.9153], [4.1326, -4.4426, 1.8693], [-2.1912, -0.2804, -1.7137], [0.3901, 0.5313, 6.2879], [-2.7483, 2.5194, -3.8620], [-3.2079, 2.2388, -2.1320], [3.9666, -0.4079, -1.1571], [0.5247, 0.3725, -5.3797], [-1.0482, -1.9356, -1.1773], [-1.3551, 3.3566, -5.4669], [1.1747, 2.5119, -5.2731], [-4.7442, -3.9886, 3.1653], [-5.9615, -3.1957, 0.8558], [2.2026, 2.6967, 1.1684], [4.2830, 3.8443, -0.1456], [0.8838, -1.1396, -4.5394], [-0.1994, -2.8422, 0.1033], [1.8159, 0.5906, 3.9851], [5.4673, 1.8644, -1.6218], [-3.0738, 3.5151, 0.2131], [1.2485, 2.4733, -2.3907], [3.6836, -0.2398, 3.0133], [0.5609, -0.1816, -1.1919], [-2.7261, 1.5252, 2.0917], [-1.3839, -1.5003, -3.9788], [-1.4552, -0.7645, -5.5607], [-0.8035, 1.7300, -5.9391], [-4.1927, -1.5149, -0.3962], [4.9876, -2.5731, 3.6661], [1.3826, -0.0391, -2.6034], [0.6067, -1.2644, 6.0808], [2.2030, 2.2253, 3.2644], [-2.3682, -2.6543, 3.2598], [0.9102, 1.9851, 4.5485], [-3.0199, 0.0853, -3.4533], [2.3175, -3.1669, 0.2562], [1.5671, -1.6750, -1.1051], [0.5131, 3.7730, -4.2325]], "relative_energy_ev": 1.5867, "homo_lumo_gap_ev": [4.14, 3.01], "spin_multiplicity": 1, "charge": 2}

---

{"formula": "C21H45BrN5O6", "method": "ωB97M-V/def2-TZVPD", "species": ["Br", "O", "O", "O", "O", "O", "O", "N", "N", "N", "N", "N", "C", "C", "C", "C", "C", "C", "C", "C", "C", "C", "C", "C", "C", "C", "C", "C", "C", "C", "C", "C", "C", "H", "H", "H", "H", "H", "H", "H", "H", "H", "H", "H", "H", "H", "H", "H", "H", "H", "H", "H", "H", "H", "H", "H", "H", "H", "H", "H", "H", "H", "H", "H", "H", "H", "H", "H", "H", "H", "H", "H", "H", "H", "H", "H", "H", "H"], "positions_angstrom": [[1.6101, -2.1805, -0.5997], [-0.4103, 0.4734, 0.7049], [0.0840, 3.5210, 4.2265], [-3.7850, 1.3564, -1.5500], [-7.5409, -4.4675, 1.4531], [6.6766, -0.4162, -3.9191], [3.3507, -0.5559, -1.8387], [0.5463, 1.3396, 0.5749], [-5.6199, -5.2893, 0.5665], [-4.8279, -0.1067, -0.1650], [6.9743, -2.5425, -3.1757], [-0.4583, 5.3405, 2.9838], [-6.1910, -5.3424, -0.7693], [1.1458, 0.4620, -1.6442], [0.7181, 1.6946, -0.8596], [-4.2480, -5.7121, 0.7704], [6.4825, -3.6432, -2.3715], [1.6676, 2.8752, -1.0837], [2.8176, 0.2795, 0.3092], [6.3116, -1.3730, -3.2587], [-5.3480, -0.4027, 1.1557], [-6.3916, -4.8425, 1.5768], [2.4442, 2.1327, 1.9440], [8.2144, -2.6956, -3.9164], [-0.6733, 4.1058, 3.4761], [1.4691, -0.0514, 2.4007], [-1.3952, 5.9873, 2.0868], [-4.9322, -1.1101, -1.2092], [-0.6669, 2.1313, -1.3779], [-4.2427, 1.0673, -0.4606], [1.7998, 0.9307, 1.2713], [2.2651, -0.3583, -0.9612], [0.7571, 6.0375, 3.3694], [1.4268, -1.0699, 2.0518], [-3.9796, -5.6086, 1.8193], [-5.5105, -0.7194, -2.0470], [5.5491, -3.3605, -1.8888], [-4.2025, 1.7588, 0.3990], [-7.0627, -5.9970, -0.7770], [-3.5705, -5.0989, 0.1726], [1.4959, 3.2360, -2.0856], [3.4490, 1.9000, 2.2665], [8.9387, -1.9465, -3.5953], [3.3363, -0.4862, 0.8668], [8.6202, -3.6892, -3.7438], [0.2859, -0.1670, -1.7888], [0.7829, 7.0135, 2.8917], [-6.4179, -0.6131, 1.1029], [5.3872, -1.3571, -2.6623], [1.8536, 2.3882, 2.8130], [-3.9377, -1.3737, -1.5717], [-5.4214, -1.9960, -0.8109], [-4.1278, -6.7574, 0.4787], [-1.3326, 1.3011, -1.5307], [-1.0914, 2.7945, -0.6318], [-1.6185, 3.6574, 3.1242], [1.4812, 3.6741, -0.3798], [-5.4491, -5.7141, -1.4710], [3.3776, 0.1642, -2.4860], [0.5713, 0.2331, 2.9301], [2.2886, 0.0150, 3.1085], [2.6997, 2.5506, -1.0370], [-2.2435, 5.3324, 1.9008], [0.7912, 6.1614, 4.4520], [7.2122, -3.9044, -1.6019], [-5.1887, 0.4468, 1.8161], [1.4771, 0.7841, -2.6281], [-5.8705, -4.8398, 2.5504], [-4.8380, -1.2726, 1.5747], [-0.9116, 6.2134, 1.1342], [2.4625, 3.0068, 1.3023], [8.0345, -2.5568, -4.9829], [1.6322, 5.4612, 3.0668], [6.3027, -4.5188, -2.9990], [-1.7591, 6.9177, 2.5274], [-6.5135, -4.3446, -1.0690], [-0.5662, 2.7227, -2.2762], [3.5534, 1.0137, 0.0050]], "relative_energy_ev": 0.4069, "homo_lumo_gap_ev": [9.01, 9.39], "spin_multiplicity": 2, "charge": 0, "s2": 0.754}

---

{"formula": "C3H9N3O", "method": "ωB97M-V/def2-TZVPD", "species": ["O", "N", "N", "N", "C", "C", "C", "H", "H", "H", "H", "H", "H", "H", "H", "H"], "positions_angstrom": [[1.4376, 1.7117, 2.0031], [-1.9878, 0.6996, -0.8598], [0.3573, 0.5444, 0.3772], [2.2438, -0.3543, 1.2742], [-0.1313, -0.6507, -0.2273], [-1.0529, -0.3406, -1.3813], [1.3528, 0.6740, 1.2838], [-1.4118, -1.1652, -1.9216], [-0.5380, 0.2354, -2.1973], [-0.5092, -1.1666, 0.6054], [1.8912, -1.2155, 0.9617], [-0.3781, 1.0846, 0.7566], [-2.2395, 1.1716, -1.6852], [3.0920, -0.3432, 1.8980], [0.7273, -1.2456, -0.5806], [-2.8533, 0.3605, -0.3071]], "relative_energy_ev": 0.9940, "homo_lumo_gap_ev": 10.05, "spin_multiplicity": 1, "charge": 0}

---

{"formula": "C37H57HfN3OSi3", "method": "ωB97M-V/def2-TZVPD", "species": ["Hf", "Si", "Si", "Si", "O", "N", "N", "N", "C", "C", "C", "C", "C", "C", "C", "C", "C", "C", "C", "C", "C", "C", "C", "C", "C", "C", "C", "C", "C", "C", "C", "C", "C", "C", "C", "C", "C", "C", "C", "C", "C", "C", "C", "C", "C", "H", "H", "H", "H", "H", "H", "H", "H", "H", "H", "H", "H", "H", "H", "H", "H", "H", "H", "H", "H", "H", "H", "H", "H", "H", "H", "H", "H", "H", "H", "H", "H", "H", "H", "H", "H", "H", "H", "H", "H", "H", "H", "H", "H", "H", "H", "H", "H", "H", "H", "H", "H", "H", "H", "H", "H", "H"], "positions_angstrom": [[-0.1805, 0.5563, 0.0022], [-2.3657, 3.1932, -1.2437], [2.8206, -0.1887, 0.9625], [-2.8528, 0.0897, -1.6684], [-1.1685, -0.2989, 1.6511], [0.8702, 1.9579, 1.4702], [0.5134, 0.7539, -2.1907], [-2.4633, -2.0119, 2.2412], [-2.0069, -4.1186, 3.5275], [5.9314, 1.4694, -2.0791], [-3.7607, 0.0629, -3.2675], [-3.0133, -3.0438, 3.1472], [3.8542, -1.1354, 2.1699], [5.4371, -2.4802, 4.0506], [1.5074, 0.4981, -3.0589], [1.3966, 3.0105, 0.5321], [1.3989, 4.4175, 1.1189], [1.8713, 4.3984, 2.5700], [-1.5209, -1.1536, 2.5350], [-4.0373, 0.1532, -0.2334], [0.0823, 2.6003, 2.5676], [5.6399, 2.1929, -0.9291], [0.9543, 3.5031, 3.4306], [1.9938, 1.1375, 2.0594], [4.6781, 1.7261, -0.0439], [-2.8681, 3.3142, 0.5660], [-1.0955, 4.4888, -1.7023], [0.2888, 1.5743, -4.8008], [-0.6139, 1.3810, -2.5980], [-1.8194, -1.4935, -1.4885], [5.1968, -1.4171, 1.9037], [3.9702, 0.5443, -0.2963], [-0.1040, -2.5025, 4.1226], [4.1031, -2.2132, 4.3332], [-0.7403, 1.8209, -3.9135], [5.9807, -2.0862, 2.8376], [5.2854, 0.2657, -2.3215], [-1.5961, 1.4830, -1.4840], [1.4260, 0.8896, -4.3717], [1.3479, -1.0514, 0.1838], [-3.8884, 3.4710, -2.2625], [-0.9870, -3.6647, 4.5665], [4.3181, -0.1903, -1.4340], [-0.8757, -1.1869, 3.8811], [3.3251, -1.5493, 3.3978], [2.7770, 1.7821, 2.4680], [-1.5119, -3.3818, 5.4850], [3.6780, -2.5191, 5.2813], [0.2793, 4.1111, 4.0344], [-2.5716, -4.9614, 3.9276], [0.4031, 4.8623, 1.0552], [-0.9730, -1.5214, -2.1794], [-3.6994, 3.3639, -3.3340], [1.8835, 5.4130, 2.9634], [-4.7365, -0.6889, -0.2843], [-1.5030, -4.4753, 2.6243], [2.2854, -1.3526, 3.6362], [2.0527, 5.0309, 0.4984], [6.6801, 1.8319, -2.7717], [7.0193, -2.2956, 2.6173], [2.2415, 0.6728, -5.0471], [-3.0813, 0.0519, -4.1230], [-0.1004, 4.0876, -1.9072], [-0.2181, -0.3234, 3.9487], [1.5722, 0.5926, 2.9079], [4.5072, 2.2829, 0.8733], [-0.7104, 3.1806, 2.1005], [3.8668, -1.1634, -1.6100], [-1.4112, 5.0074, -2.6117], [2.3995, 2.7165, 0.2360], [0.9835, -1.8169, 0.8818], [-1.4365, -1.7009, -0.4767], [6.1771, 3.1076, -0.7137], [0.7743, 3.0159, -0.3793], [-0.3460, -4.5082, 4.8238], [-4.2382, 4.4950, -2.0960], [-4.6419, 1.0634, -0.2533], [-3.4096, -2.5492, 4.0362], [-1.0043, 5.2500, -0.9229], [-2.8565, -1.9386, 1.3119], [0.6406, -2.3057, 4.8937], [-1.6384, 2.3408, -4.2214], [-2.4512, -2.3526, -1.7323], [-0.3918, 1.8131, 3.1504], [5.5471, -0.3253, -3.1906], [2.9040, 4.0431, 2.6110], [-1.6513, -1.0711, 4.6445], [-4.7062, 2.7980, -1.9944], [1.6401, -1.5685, -0.7343], [-2.5694, 4.2660, 1.0147], [-3.8589, -3.4757, 2.6181], [-3.9557, 3.2533, 0.6639], [1.5434, 2.9108, 4.1300], [0.2080, 1.9000, -5.8305], [2.3735, -0.0104, -2.6726], [-3.5316, 0.1250, 0.7345], [-4.3880, -0.8307, -3.3252], [6.0516, -2.9937, 4.7787], [5.6440, -1.1141, 0.9642], [-2.4672, 2.5064, 1.1842], [-4.4081, 0.9360, -3.3629], [0.4463, -2.7785, 3.2173]], "relative_energy_ev": 0.4817, "homo_lumo_gap_ev": 8.17, "spin_multiplicity": 1, "charge": 2}

---

Number 1: electronic energy -1755.05424 Ha. Number 2: electronic energy -2828.89632 Ha. Number 3: electronic energy -4126.32181 Ha. Number 4: electronic energy -359.20791 Ha. Number 5: electronic energy -2599.79581 Ha.